Entry from the OMol25 dataset: a structure of composition C32H33Cl2NO2PPdS2 (ωB97M-V/def2-TZVPD).

Last column: Mulliken charge in e.
Cartesian coordinates (Å):
Pd 0.455 0.855 0.295  -0.2051
Cl 3.267 0.587 0.082  -0.0717
C 3.773 2.249 0.025  0.3722
C 5.052 2.528 0.476  -0.7520
C 5.519 3.833 0.479  -0.3612
C 4.682 4.841 0.030  -0.7411
C 3.405 4.536 -0.412  0.2773
Cl 2.431 5.886 -0.948  -0.2472
C 2.868 3.231 -0.449  -0.1842
S 1.269 2.888 -1.047  -0.2747
H 5.673 1.712 0.821  0.3824
H 6.520 4.060 0.824  0.3365
H 5.009 5.872 0.022  0.3729
C -2.897 4.189 -0.460  -1.7984
C -2.266 2.893 0.038  1.4840
C -2.686 2.576 1.468  -1.2247
C -2.578 1.750 -0.927  -0.2567
C -4.045 1.300 -0.908  -0.8954
O -4.023 0.071 -0.153  -0.4980
C -2.712 -0.331 -0.176  0.1326
N -1.856 0.500 -0.595  0.3900
C -2.477 -1.722 0.281  -0.1148
C -3.589 -2.426 0.755  -0.8426
C -3.481 -3.730 1.199  -0.9065
C -2.241 -4.353 1.171  -0.6444
C -1.135 -3.671 0.697  -1.0619
C -1.212 -2.351 0.236  0.7426
P 0.291 -1.463 -0.350  2.4595
C 1.565 -2.786 -0.279  -0.1731
C 1.902 -3.636 -1.332  -0.2415
C 2.876 -4.613 -1.166  -0.7459
C 3.525 -4.751 0.054  -0.5369
C 3.212 -3.893 1.101  -0.7325
C 2.248 -2.907 0.934  0.0753
C -0.052 -1.429 -2.167  0.4511
C 0.653 -0.509 -2.941  -0.5726
C 0.477 -0.465 -4.318  -0.6541
C -0.419 -1.326 -4.941  -0.5717
C -1.140 -2.234 -4.177  -0.6964
C -0.951 -2.287 -2.800  -0.1335
H -2.593 5.024 0.175  0.4537
H -3.992 4.150 -0.447  0.3059
H -2.575 4.418 -1.479  0.4208
H -1.180 3.024 0.023  -0.4768
H -3.773 2.497 1.572  0.2444
H -2.346 3.366 2.142  0.4728
H -2.239 1.638 1.795  -0.0963
H -2.254 2.046 -1.925  0.6480
H -4.444 1.092 -1.902  0.2681
H -4.706 1.996 -0.396  0.3841
H -4.547 -1.926 0.770  0.4743
H -4.356 -4.256 1.558  0.3408
H -2.135 -5.378 1.507  0.4156
H -0.179 -4.178 0.677  0.3392
H 1.404 -3.534 -2.288  0.3699
H 3.129 -5.265 -1.993  0.4065
H 4.282 -5.516 0.183  0.3587
H 3.733 -3.977 2.047  0.4405
H 2.038 -2.199 1.733  0.3447
H 1.308 0.207 -2.453  0.2494
H 1.029 0.262 -4.900  0.4355
H -0.561 -1.284 -6.014  0.3483
H -1.850 -2.903 -4.650  0.4091
H -1.517 -3.003 -2.216  0.4173
C -0.871 -0.077 3.544  -1.0286
S 0.543 0.601 2.667  0.8255
C 0.825 1.987 3.774  -1.1969
O 1.647 -0.365 3.014  -0.7690
H -0.529 -0.359 4.542  0.4522
H -1.184 -0.959 2.985  0.0349
H -1.686 0.644 3.589  0.3489
H -0.083 2.587 3.851  0.2870
H 1.622 2.580 3.329  0.3234
H 1.130 1.590 4.745  0.4106

The gap between HOMO and LUMO comes out at 0.203 Eh. The calculation puts the relative energy (zero: lowest compared OMol25 entry of this formula, charge and spin) at 27.2 kcal per mole. The net charge is -1. The HOMO energy is -0.1095 hartree. For the LUMO energy, the calculation gives 0.0936 Ha. The calculation puts the largest force on an atom at 0.019 hartree/bohr.